<i>
C23H28N2O3S | ωB97M-V/def2-TZVPD

Positions of all 57 atoms, in Å:
C: -6.6387 -1.5445 -1.3924
C: -5.5344 -0.6050 -0.8998
C: -4.2469 -0.9123 -0.6165
C: -3.4220 -0.1440 -0.0733
C: -3.8292 1.0442 0.0366
C: -5.2034 1.5459 -0.0683
C: -6.1351 0.6070 -0.4866
H: -7.0685 1.0819 -1.0119
H: -5.4763 2.6839 -0.0275
O: -2.9674 2.1021 0.6973
C: -1.7738 2.0702 1.0732
O: -1.1295 2.8596 1.3778
C: -1.2650 0.3135 0.7426
C: -2.1161 -0.3637 0.3434
S: -1.3742 -1.9999 0.0109
C: 0.0404 -1.3711 0.9191
C: 0.0304 -0.1876 1.1917
H: 0.7274 0.5038 1.6901
C: 1.3742 -2.1472 0.8395
O: 1.0950 -3.4161 1.0635
N: 2.4130 -1.6254 0.8852
C: 3.5855 -2.2558 1.0569
C: 4.3368 -2.0761 -0.4234
H: 5.1418 -2.8059 -0.3776
H: 3.6162 -2.3315 -1.4719
C: 4.9187 -0.7356 -0.7478
N: 3.8326 0.0891 -0.5183
C: 4.3792 1.5523 0.2481
C: 3.1143 2.2654 0.8331
C: 2.4198 2.7690 -0.3936
C: 1.9583 1.7384 -1.3708
H: 1.1897 1.0061 -0.8908
H: 1.4876 2.0290 -2.2059
C: 3.0947 0.5920 -1.7435
C: 2.5176 -0.5131 -2.5270
H: 1.9965 0.1524 -3.3127
H: 1.9333 -1.0592 -2.0830
H: 3.3332 -1.0437 -2.6938
H: 3.7819 1.3277 -2.3656
H: 1.3926 3.4763 -0.0111
H: 3.0641 3.4220 -0.9013
H: 3.4621 3.2126 1.5274
H: 2.4383 1.7005 1.4190
H: 4.7196 0.7969 1.2126
C: 5.3536 2.2625 -0.4694
H: 6.4242 1.4868 -0.7345
H: 5.1723 2.6372 -1.2181
H: 5.9939 2.7726 0.3502
H: 5.2784 -0.6074 -1.8572
H: 5.5294 -0.5135 0.0069
H: 4.4050 -1.9269 1.6290
H: 3.5060 -3.3593 1.0461
H: 2.7500 -0.5978 0.5529
H: -4.0271 -2.1063 -0.6626
H: -6.1411 -2.6008 -1.4940
H: -7.5131 -1.5307 -0.6124
H: -7.0611 -1.2433 -2.5121

## Properties
LUMO level in eV: 0.5
Gap between HOMO and LUMO in eV: 8.7
E_HOMO in Eh: -0.3009

Results of the Löwdin charge analysis, in e, for atoms 1 through 6: -0.084, -0.289, -0.048, -0.294, -0.067, 0.035

---

<ii>
C23H28N2O3S | ωB97M-V/def2-TZVPD

Positions of all 57 atoms, in Å:
C: -5.1113 -1.4208 -0.3128
C: -3.8910 -1.4017 0.5612
C: -3.6501 -2.4259 1.4648
C: -2.5200 -2.4335 2.2638
C: -1.6092 -1.3966 2.1704
C: -1.8348 -0.3586 1.2853
C: -2.9662 -0.3542 0.4794
N: -3.1603 0.7248 -0.3939
S: -1.9398 1.1388 -1.4788
O: -1.1559 -0.0166 -1.8117
O: -2.6123 1.8276 -2.5431
C: -0.9037 2.2716 -0.5627
C: 0.4100 1.8844 -0.3944
C: 1.2934 2.6989 0.3031
C: 0.8136 3.8995 0.8234
C: -0.5018 4.2791 0.6378
C: -1.3951 3.4693 -0.0612
C: -2.8251 3.8497 -0.2446
H: -3.1362 3.6391 -1.2650
H: -2.9769 4.9028 -0.0224
H: -3.4510 3.2566 0.4220
H: -0.8505 5.2164 1.0453
H: 1.4980 4.5222 1.3800
C: 2.7154 2.3169 0.5810
O: 3.3373 2.8017 1.5074
N: 3.2444 1.4269 -0.2843
H: 2.6598 1.0120 -0.9919
C: 4.5151 0.7788 -0.0646
H: 5.0186 0.6724 -1.0286
H: 5.1054 1.4281 0.5849
C: 4.3299 -0.5995 0.5928
C: 3.2974 -1.4318 -0.1314
C: 3.5129 -1.9107 -1.3495
C: 2.5270 -2.7459 -2.1062
C: 1.4930 -3.3568 -1.1661
C: 0.9152 -2.2681 -0.2701
C: 2.0148 -1.6826 0.6145
H: 1.6717 -0.7506 1.0740
H: 2.2330 -2.3773 1.4342
H: 0.1189 -2.6746 0.3567
H: 0.4673 -1.4930 -0.8948
H: 0.6974 -3.8317 -1.7421
H: 1.9709 -4.1212 -0.5487
H: 3.0568 -3.5305 -2.6526
H: 2.0198 -2.1210 -2.8495
H: 4.4489 -1.7058 -1.8537
H: 5.2958 -1.1083 0.5957
H: 4.0181 -0.4533 1.6279
H: 0.6864 0.9228 -0.7985
H: -4.0519 0.7286 -0.8661
H: -1.1364 0.4596 1.2130
H: -0.7248 -1.3891 2.7891
H: -2.3524 -3.2464 2.9538
H: -4.3584 -3.2390 1.5350
H: -4.8322 -1.3454 -1.3643
H: -5.7773 -0.5908 -0.0722
H: -5.6615 -2.3473 -0.1707

## Properties
LUMO level in eV: 0.4
Gap between HOMO and LUMO in eV: 9.2
SMILES: Cc1ccccc1NS(=O)(=O)c1cc(C(=O)NCCC2=CCCCC2)ccc1C
E_HOMO in Eh: -0.3259

Results of the Löwdin charge analysis, in e, for atoms 1 through 6: -0.040, -0.213, -0.044, -0.086, -0.088, -0.024

---

Computed stability ranking, most favorable first: <ii>, <i>